# 1
{"formula": "C19H37N4O6", "method": "the ωB97M-V functional and the def2-TZVPD basis", "homo_lumo_gap_ha": 0.272, "energy_ev": -38531.9048, "charge": 1, "symbols": ["C", "C", "N", "C", "N", "C", "C", "C", "C", "C", "C", "C", "C", "N", "N", "H", "H", "H", "H", "H", "H", "H", "H", "H", "H", "H", "H", "H", "H", "H", "H", "H", "H", "H", "H", "H", "C", "C", "O", "C", "O", "O", "C", "H", "H", "H", "H", "H", "H", "H", "H", "C", "C", "O", "C", "O", "O", "C", "H", "H", "H", "H", "H", "H", "H", "H"], "positions_angstrom": [[-2.66, -4.08, 5.12], [-2.56, -2.67, 4.64], [-3.06, -2.34, 3.26], [-2.24, -2.59, 2.18], [-0.91, -3.24, 2.49], [-0.34, -3.29, 1.08], [1.18, -3.91, 0.99], [2.16, -2.96, 1.95], [2.79, -1.67, 1.16], [1.82, -0.34, 1.11], [0.97, -0.05, 2.48], [1.85, 0.61, 3.71], [2.33, -0.62, 4.69], [-1.27, -2.76, 0.01], [-2.41, -2.35, 0.69], [-1.90, -4.88, 4.73], [-3.49, -4.30, 5.94], [-2.07, -1.80, 5.28], [-3.99, -1.86, 3.12], [1.25, -4.99, 1.47], [1.59, -4.02, -0.11], [3.09, -3.66, 2.21], [1.65, -2.71, 2.97], [3.89, -1.40, 1.52], [2.93, -2.01, 0.02], [1.07, -0.31, 0.20], [2.55, 0.59, 0.97], [0.16, 0.78, 2.19], [0.35, -0.96, 2.88], [2.70, 1.33, 3.36], [1.08, 1.28, 4.32], [3.24, -1.17, 4.20], [1.43, -1.40, 4.77], [2.52, -0.21, 5.77], [-1.04, -2.75, -1.02], [-3.27, -1.90, 0.26], [-3.62, 0.00, -2.23], [-2.29, 0.71, -2.43], [-1.55, 0.08, -3.48], [-1.90, 0.44, -4.74], [-2.78, 1.24, -5.04], [-1.13, -0.25, -5.61], [-1.44, -0.01, -6.98], [-3.47, -1.07, -2.08], [-4.15, 0.41, -1.36], [-4.27, 0.12, -3.10], [-1.69, 0.61, -1.52], [-2.42, 1.78, -2.62], [-1.43, 1.06, -7.21], [-2.42, -0.45, -7.23], [-0.68, -0.50, -7.60], [1.76, 2.32, -3.14], [0.81, 3.50, -3.29], [0.52, 4.08, -2.01], [1.46, 4.93, -1.52], [2.51, 5.24, -2.08], [1.05, 5.36, -0.31], [1.98, 6.22, 0.35], [1.37, 1.60, -2.42], [1.91, 1.82, -4.10], [2.74, 2.65, -2.77], [-0.14, 3.15, -3.71], [1.21, 4.25, -3.98], [2.27, 7.06, -0.29], [2.86, 5.65, 0.66], [1.50, 6.62, 1.24]]}


# 2
{"formula": "C19H38BrNO4S", "method": "the ωB97M-V functional and the def2-TZVPD basis", "homo_lumo_gap_ha": 0.370, "energy_ev": -110876.2539, "charge": 0, "symbols": ["C", "C", "C", "C", "N", "C", "C", "C", "C", "C", "C", "C", "C", "C", "C", "C", "C", "O", "C", "C", "O", "S", "O", "O", "C", "Br", "H", "H", "H", "H", "H", "H", "H", "H", "H", "H", "H", "H", "H", "H", "H", "H", "H", "H", "H", "H", "H", "H", "H", "H", "H", "H", "H", "H", "H", "H", "H", "H", "H", "H", "H", "H", "H", "H"], "positions_angstrom": [[6.65, 1.21, 0.20], [5.92, -0.03, -0.31], [4.89, 0.27, -1.42], [3.64, -0.62, -1.42], [2.42, 0.05, -0.96], [2.17, -0.01, 0.46], [0.68, 0.09, 0.83], [-0.30, -0.69, -0.06], [0.02, -2.17, -0.30], [-0.89, -2.82, -1.36], [-2.41, -2.79, -1.07], [-3.30, -2.47, -2.29], [-4.38, -1.40, -2.08], [-3.90, -0.11, -1.39], [-4.24, -0.02, 0.11], [-5.09, 1.19, 0.49], [-4.25, 2.44, 0.65], [-3.43, 2.29, 1.79], [-2.40, 3.25, 1.85], [0.52, -0.40, 2.27], [1.65, -0.10, 3.12], [2.34, 1.31, 2.92], [1.34, 2.32, 3.02], [3.49, 1.30, 3.76], [2.90, 1.14, 1.20], [2.69, 2.86, 0.33], [6.12, 1.69, 1.02], [7.66, 0.98, 0.55], [6.76, 1.96, -0.60], [5.39, -0.50, 0.53], [6.64, -0.77, -0.67], [4.57, 1.31, -1.36], [5.40, 0.16, -2.38], [3.84, -1.52, -0.82], [3.44, -0.97, -2.43], [1.63, -0.35, -1.45], [2.57, -0.94, 0.90], [0.40, 1.15, 0.76], [-0.37, -0.18, -1.02], [-1.28, -0.61, 0.42], [-0.05, -2.74, 0.62], [1.06, -2.27, -0.64], [-0.68, -2.36, -2.33], [-0.57, -3.86, -1.44], [-2.63, -2.10, -0.25], [-2.68, -3.78, -0.69], [-2.68, -2.18, -3.14], [-3.80, -3.39, -2.60], [-4.77, -1.15, -3.07], [-5.23, -1.83, -1.53], [-2.83, -0.03, -1.54], [-4.36, 0.75, -1.90], [-3.32, 0.08, 0.69], [-4.71, -0.94, 0.45], [-5.87, 1.38, -0.27], [-5.61, 1.00, 1.43], [-4.87, 3.34, 0.75], [-3.61, 2.58, -0.24], [-1.70, 3.15, 1.02], [-1.86, 3.11, 2.79], [-2.81, 4.27, 1.83], [0.49, -1.49, 2.28], [-0.39, -0.02, 2.73], [3.97, 0.97, 1.26]]}


# 3
{"formula": "C19H38Cl10NO", "method": "the ωB97M-V functional and the def2-TZVPD basis", "s2": 0.75, "homo_lumo_gap_ha": [0.330, 0.364], "energy_ev": -149079.9393, "charge": 0, "multiplicity": 2, "symbols": ["C", "C", "C", "C", "C", "C", "N", "O", "C", "C", "C", "H", "H", "H", "H", "H", "H", "H", "H", "H", "H", "H", "H", "H", "H", "H", "H", "H", "H", "Cl", "C", "C", "Cl", "H", "H", "H", "H", "Cl", "C", "C", "Cl", "H", "H", "H", "H", "Cl", "C", "C", "Cl", "H", "H", "H", "H", "Cl", "C", "C", "Cl", "H", "H", "H", "H", "Cl", "C", "C", "Cl", "H", "H", "H", "H"], "positions_angstrom": [[2.11, 4.04, -1.64], [2.43, 3.17, -0.42], [1.33, 2.04, -0.43], [1.54, 0.83, 0.47], [2.87, 0.24, 0.06], [4.03, 1.25, 0.14], [3.75, 2.50, -0.56], [4.81, 3.33, -0.69], [4.36, 1.42, 1.62], [5.16, 0.47, -0.59], [2.22, 3.92, 0.86], [1.15, 4.54, -1.57], [2.16, 3.43, -2.55], [2.85, 4.84, -1.75], [0.30, 2.31, -0.17], [1.36, 1.68, -1.46], [0.69, 0.18, 0.25], [1.43, 1.24, 1.48], [2.71, -0.01, -0.99], [3.06, -0.70, 0.57], [4.42, 0.52, 2.24], [5.40, 1.78, 1.64], [3.78, 2.21, 2.10], [4.84, 0.17, -1.58], [6.10, 1.03, -0.60], [5.47, -0.41, -0.03], [2.03, 3.38, 1.79], [1.37, 4.60, 0.84], [3.04, 4.57, 1.20], [1.32, -2.11, 2.77], [0.11, -2.90, 3.81], [0.39, -4.42, 3.89], [-0.90, -5.26, 4.79], [-0.85, -2.65, 3.35], [0.08, -2.45, 4.80], [1.30, -4.69, 4.42], [0.33, -4.83, 2.88], [0.05, -3.96, -0.39], [-0.69, -2.40, -0.24], [-2.17, -2.53, -0.45], [-2.80, -0.93, 0.17], [-0.17, -1.66, -0.85], [-0.41, -2.10, 0.77], [-2.53, -3.26, 0.26], [-2.50, -2.70, -1.47], [-6.72, -4.67, -1.75], [-6.20, -4.91, -3.45], [-4.83, -4.34, -3.74], [-3.52, -5.40, -3.00], [-6.93, -4.39, -4.07], [-6.21, -5.97, -3.70], [-4.72, -3.38, -3.24], [-4.58, -4.32, -4.79], [-0.73, 0.12, -2.70], [-1.58, 1.66, -2.55], [-3.04, 1.38, -2.56], [-3.92, 2.82, -1.90], [-1.17, 2.31, -3.32], [-1.30, 2.05, -1.57], [-3.35, 0.53, -1.96], [-3.44, 1.19, -3.56], [-1.38, 3.57, 1.19], [-2.41, 2.46, 2.16], [-1.43, 1.38, 2.62], [-2.04, 0.40, 3.90], [-3.22, 2.07, 1.55], [-2.77, 3.07, 2.99], [-0.54, 1.88, 2.99], [-1.30, 0.79, 1.71]]}


# 4
{"formula": "C19H38Cl4O5", "method": "the ωB97M-V functional and the def2-TZVPD basis", "smiles": "C1CCOC1.C1CCOC1.CC(C)=O.CC(C)=O.CC(C)=O.ClCCl.ClCCl", "homo_lumo_gap_ha": 0.359, "energy_ev": -80644.6321, "charge": 0, "symbols": ["C", "C", "C", "O", "C", "H", "H", "H", "H", "H", "H", "H", "H", "C", "C", "C", "O", "C", "H", "H", "H", "H", "H", "H", "H", "H", "C", "C", "C", "O", "H", "H", "H", "H", "H", "H", "C", "C", "C", "O", "H", "H", "H", "H", "H", "H", "C", "C", "C", "O", "H", "H", "H", "H", "H", "H", "Cl", "C", "Cl", "H", "H", "Cl", "C", "Cl", "H", "H"], "positions_angstrom": [[-11.24, -17.29, 6.63], [-10.00, -18.12, 6.93], [-10.51, -18.86, 8.16], [-11.89, -19.23, 7.87], [-12.37, -18.27, 6.93], [-11.33, -16.93, 5.61], [-11.30, -16.45, 7.28], [-9.14, -17.48, 7.19], [-9.77, -18.87, 6.16], [-10.47, -18.21, 9.00], [-9.95, -19.78, 8.30], [-13.25, -17.82, 7.36], [-12.58, -18.88, 6.04], [-17.75, -14.64, 5.86], [-17.14, -15.47, 6.96], [-15.69, -15.31, 6.75], [-15.52, -15.17, 5.30], [-16.60, -14.25, 4.96], [-18.12, -13.79, 6.41], [-18.49, -15.19, 5.25], [-17.48, -16.48, 6.77], [-17.42, -15.19, 7.99], [-14.98, -16.12, 7.02], [-15.45, -14.34, 7.21], [-16.66, -14.33, 3.89], [-16.32, -13.23, 5.24], [-7.47, -11.38, 8.92], [-6.45, -10.63, 8.07], [-6.66, -10.91, 6.64], [-5.68, -9.85, 8.55], [-7.05, -11.64, 9.87], [-7.81, -12.27, 8.41], [-8.31, -10.68, 9.04], [-7.76, -10.73, 6.48], [-6.34, -11.91, 6.38], [-5.98, -10.25, 6.13], [-11.02, -10.92, 5.03], [-10.85, -9.84, 6.04], [-11.68, -8.56, 5.79], [-10.18, -9.91, 7.03], [-10.24, -10.75, 4.27], [-12.00, -10.92, 4.55], [-10.84, -11.85, 5.47], [-12.64, -8.66, 6.30], [-11.90, -8.34, 4.77], [-11.11, -7.77, 6.30], [-7.61, -16.08, 8.96], [-7.36, -15.16, 10.13], [-5.96, -15.05, 10.80], [-8.28, -14.47, 10.52], [-7.16, -15.55, 8.16], [-8.68, -16.29, 8.89], [-7.05, -17.01, 9.12], [-5.79, -15.94, 11.47], [-5.95, -14.16, 11.42], [-5.13, -15.02, 10.10], [-12.17, -15.84, 10.23], [-10.99, -15.93, 11.59], [-10.29, -17.58, 11.69], [-10.17, -15.22, 11.42], [-11.54, -15.74, 12.53], [-12.00, -13.36, 7.19], [-10.33, -13.68, 7.80], [-9.32, -14.25, 6.39], [-9.96, -12.70, 8.10], [-10.37, -14.47, 8.55]]}


# 5
{"formula": "C19H38ClINO5PSSi", "method": "the ωB97M-V functional and the def2-TZVPD basis", "smiles": "C[Si](C)(C)[C@]1(S)[C@@H](CCCCl)C[NH2+][C@@]1(C(=O)[O-])P(O)I.C1CCOC1.C1CCOC1", "homo_lumo_gap_ha": 0.311, "energy_ev": -80672.3335, "charge": 0, "symbols": ["C", "Si", "C", "C", "C", "S", "C", "C", "C", "C", "Cl", "C", "N", "C", "C", "O", "O", "P", "O", "I", "H", "H", "H", "H", "H", "H", "H", "H", "H", "H", "H", "H", "H", "H", "H", "H", "H", "H", "H", "H", "H", "H", "C", "C", "C", "O", "C", "H", "H", "H", "H", "H", "H", "H", "H", "C", "C", "C", "O", "C", "H", "H", "H", "H", "H", "H", "H", "H"], "positions_angstrom": [[-0.97, 2.79, 0.19], [-0.44, 1.43, 1.35], [1.39, 1.51, 1.76], [-1.42, 1.71, 2.96], [-0.89, -0.34, 0.76], [-2.76, -0.38, 0.71], [-0.32, -1.53, 1.54], [-0.50, -1.57, 3.05], [0.59, -2.44, 3.71], [1.96, -1.76, 3.68], [2.93, -2.23, 5.10], [-0.95, -2.70, 0.77], [-0.73, -2.24, -0.65], [-0.42, -0.74, -0.66], [1.09, -0.59, -0.95], [1.45, 0.52, -1.33], [1.77, -1.62, -0.74], [-1.39, -0.14, -2.20], [-0.89, 1.34, -2.56], [-0.28, -1.57, -3.89], [-2.04, 2.81, 0.03], [-0.73, 3.72, 0.71], [-0.42, 2.81, -0.75], [1.48, 1.86, 2.79], [1.79, 0.50, 1.74], [1.94, 2.15, 1.08], [-2.04, 0.86, 3.22], [-0.76, 1.96, 3.79], [-2.10, 2.55, 2.84], [-2.99, 0.72, 0.00], [0.73, -1.69, 1.31], [-0.45, -0.59, 3.51], [-1.45, -2.05, 3.31], [0.64, -3.43, 3.27], [0.33, -2.53, 4.77], [2.53, -2.07, 2.80], [1.89, -0.68, 3.65], [-0.40, -3.64, 0.82], [-1.98, -2.95, 1.01], [-0.03, -2.81, -1.13], [-1.59, -2.37, -1.19], [-0.18, 1.34, -3.22], [4.78, 5.61, 1.88], [4.06, 5.90, 3.20], [2.90, 4.91, 3.13], [3.36, 3.78, 2.39], [4.61, 4.10, 1.76], [5.82, 5.92, 1.88], [4.27, 6.12, 1.06], [4.71, 5.65, 4.04], [3.73, 6.93, 3.31], [2.04, 5.35, 2.61], [2.57, 4.58, 4.12], [5.41, 3.57, 2.28], [4.58, 3.76, 0.72], [-2.70, -4.17, -6.73], [-3.94, -4.98, -6.35], [-4.40, -4.25, -5.09], [-4.02, -2.89, -5.24], [-3.12, -2.76, -6.35], [-2.42, -4.27, -7.78], [-1.85, -4.49, -6.12], [-4.70, -4.89, -7.13], [-3.75, -6.04, -6.18], [-3.91, -4.65, -4.20], [-5.48, -4.31, -4.94], [-3.66, -2.27, -7.17], [-2.28, -2.13, -6.07]]}


# 6
{"formula": "C19H38IrN4OP2Si", "method": "the ωB97M-V functional and the def2-TZVPD basis", "s2": 8.79, "homo_lumo_gap_ha": [0.099, 0.207], "energy_ev": -57613.9603, "charge": 0, "multiplicity": 6, "symbols": ["Ir", "Si", "P", "N", "H", "C", "H", "H", "H", "C", "H", "H", "H", "C", "H", "H", "H", "C", "H", "H", "H", "H", "H", "C", "C", "C", "C", "C", "C", "H", "H", "H", "H", "H", "C", "O", "C", "H", "H", "H", "C", "H", "H", "H", "C", "N", "C", "N", "C", "N", "C", "P", "C", "C", "H", "H", "H", "H", "H", "H", "H", "H", "H", "H", "H", "H"], "positions_angstrom": [[0.43, -0.07, -0.72], [2.77, 0.35, -1.40], [-0.44, 0.41, -2.97], [-0.87, -1.47, -0.79], [1.84, 0.49, -0.09], [-2.24, 0.53, -3.38], [-2.37, 0.37, -4.48], [-2.64, 1.52, -3.13], [-2.81, -0.24, -2.84], [0.18, 1.87, -3.89], [-0.13, 1.80, -4.95], [1.28, 1.90, -3.85], [-0.24, 2.79, -3.46], [0.04, -1.01, -4.05], [-0.21, -0.79, -5.10], [-0.51, -1.91, -3.74], [1.12, -1.19, -3.96], [3.30, 2.17, -1.42], [2.98, 2.67, -0.49], [2.81, 2.68, -2.25], [4.39, 2.31, -1.51], [3.81, -0.35, -0.60], [2.76, -0.20, -2.77], [-0.83, -2.78, -0.95], [-1.85, -5.01, -1.00], [-1.95, -3.65, -0.74], [0.41, -3.39, -1.36], [0.49, -4.74, -1.64], [-0.63, -5.54, -1.47], [-2.72, -5.67, -0.86], [-2.86, -3.19, -0.36], [1.28, -2.73, -1.45], [1.44, -5.15, -1.99], [-0.56, -6.61, -1.70], [-2.30, 2.78, -0.02], [-1.95, 1.59, -0.13], [-3.07, 3.34, 1.17], [-2.44, 4.02, 1.79], [-3.50, 2.55, 1.81], [-3.92, 3.92, 0.73], [-1.81, 3.82, -1.04], [-2.42, 3.71, -1.95], [-0.77, 3.70, -1.31], [-1.94, 4.83, -0.65], [2.30, 0.11, 4.10], [1.43, 1.27, 3.81], [0.14, 1.10, 4.51], [-0.54, -0.16, 4.14], [0.37, -1.30, 4.43], [1.66, -1.17, 3.72], [1.54, -1.35, 2.29], [0.40, 0.00, 1.57], [1.23, 1.49, 2.37], [-1.03, -0.18, 2.75], [2.49, 0.10, 5.19], [3.24, 0.22, 3.54], [-0.50, 1.95, 4.27], [0.36, 1.08, 5.60], [-0.12, -2.22, 4.11], [0.58, -1.30, 5.51], [2.52, -1.30, 1.79], [1.11, -2.34, 2.06], [0.58, 2.36, 2.22], [2.18, 1.70, 1.87], [-1.56, -1.13, 2.57], [-1.74, 0.64, 2.55]]}